1.
The ion C8H9Cl2N2O2 with charge -1. Source: the Open Molecules 2025 dataset; level of theory: ωB97M-V with the def2-TZVPD basis set.

```
! wB97M-V def2-TZVPD RIJCOSX def2/J DEFGRID3
* xyz -1 1
C 1.05707 -2.11281 0.40520
C -0.23858 -2.41473 0.45339
C 1.73605 -0.91650 0.16374
C -1.22828 -1.47350 0.06269
C 3.40061 0.90010 0.59602
C 2.42123 -0.18465 1.00539
C -2.86979 0.96727 -0.89445
C -0.72045 1.97890 -0.33031
N -0.95228 -0.22979 -0.11786
N -1.60251 0.87324 -0.30900
O 3.02003 1.81111 -0.12121
O 4.49729 0.58466 1.05633
Cl 1.60912 -0.38173 -1.49122
Cl -2.95986 -2.02113 0.10603
H 1.70730 -2.95039 0.94004
H -0.50347 -3.44021 0.80839
H 2.51040 -0.53522 2.11165
H -2.76970 1.60799 -1.64871
H -3.03726 0.06400 -1.48324
H -3.60487 1.17957 -0.12481
H -1.30582 2.79204 0.06829
H 0.21314 1.79388 0.16121
H -0.37938 2.10788 -1.41759
*
```

Values from the calculation:
**Structure (SMILES)**: CN(C)/N=C(Cl)/C=C\C(Cl)=C\C(=O)[O-]
**Lowest unoccupied orbital energy**: 0.103 hartree
**HOMO-LUMO gap**: 0.2623 hartree
**Relative energy (zero: lowest compared OMol25 entry of this formula, charge and spin)**: 0.0 kcal/mol

Atomic partial charges in e from the Löwdin method, atoms 1 to 4: number 1, C, carries -0.19; number 2, C, carries -0.16; number 3, C, carries -0.70; number 4, C, carries -0.65



2.
A structure of composition C25H50AlN2O38S10. Source: the Open Molecules 2025 dataset; level of theory: ωB97M-V with the def2-TZVPD basis set.

```
! wB97M-V def2-TZVPD RIJCOSX def2/J DEFGRID3
* xyz -1 1
O -0.39744 0.38123 -0.46086
C -1.82875 0.47111 -0.34199
C -2.37260 0.01345 1.07181
C -1.33033 -0.78338 1.95333
Al 0.16506 0.38367 2.77841
C 1.11249 -0.86574 4.14888
C 2.64336 -1.05477 3.83426
S 2.92225 -2.35251 2.52405
C 4.49219 -1.81095 1.77747
N 5.51301 -1.63197 2.64615
N 6.53354 -1.21155 1.84525
C 6.12585 -1.14312 0.58089
O 4.78328 -1.52595 0.48188
H -0.14091 0.78177 -1.30617
H -2.26896 -0.16153 -1.17040
H -2.12287 1.54088 -0.53217
H -3.21662 -0.70740 0.84199
H -2.86018 0.86616 1.61926
H -0.83718 -1.61180 1.38066
H -1.88023 -1.21968 2.83845
H -0.44211 1.63986 3.59739
H 1.17692 0.97428 1.69397
H 0.55759 -1.84761 4.20892
H 1.03950 -0.31530 5.13220
H 3.28864 -1.25486 4.72728
H 2.99896 -0.09600 3.35778
H 6.78084 -0.79828 -0.24718
C -5.47178 -5.06499 -0.50585
C -4.00443 -4.73779 -0.70037
O -3.85917 -3.40098 -0.21905
S -4.89804 -3.15404 0.99291
O -4.21017 -3.33992 2.22100
O -5.65696 -1.98690 0.70419
O -5.82986 -4.45314 0.73607
H -6.08447 -4.61861 -1.29508
H -5.65391 -6.13786 -0.47039
H -3.69763 -4.80577 -1.74233
H -3.37002 -5.38791 -0.09187
C -1.13603 5.75205 -1.34198
C -0.21270 6.41852 -0.33932
O -0.36292 5.66711 0.86230
S -0.66476 4.12030 0.48160
O 0.56092 3.39946 0.54618
O -1.84055 3.71189 1.16738
O -1.02869 4.34972 -1.07807
H -2.17444 6.05163 -1.18186
H -0.85306 5.96775 -2.36808
H -0.46644 7.46324 -0.17187
H 0.83264 6.34441 -0.65525
C 1.95310 -6.13571 4.01129
C 3.09780 -6.42509 3.06244
O 3.30467 -7.83997 3.16133
S 1.88976 -8.56147 3.45221
O 1.36739 -9.04291 2.21786
O 2.03998 -9.39569 4.59558
O 1.05826 -7.24683 3.87320
H 2.29809 -6.10351 5.04724
H 1.44338 -5.20414 3.77154
H 4.00319 -5.88261 3.32607
H 2.82322 -6.19351 2.03025
C -0.37428 10.42104 -1.44026
C -0.96395 11.33144 -2.50055
O -1.83673 10.49256 -3.26049
S -2.46732 9.36449 -2.29007
O -3.75581 9.79772 -1.87445
O -2.23685 8.09101 -2.87659
O -1.44650 9.55741 -1.05276
H 0.43010 9.80416 -1.84985
H -0.00219 10.97533 -0.58023
H -0.20201 11.77270 -3.14009
H -1.56536 12.12603 -2.05055
C 1.43902 2.63014 -5.42222
C 1.02600 1.27419 -4.88338
O 0.10972 1.56650 -3.82252
S -0.70387 2.91395 -4.17442
O -1.96038 2.54896 -4.73601
O -0.58559 3.80523 -3.07027
O 0.25335 3.43139 -5.37389
H 2.19187 3.09714 -4.78180
H 1.81732 2.57130 -6.44179
H 1.87773 0.69179 -4.51394
H 0.49151 0.69313 -5.64123
C -8.62206 -8.91096 -1.80344
C -8.57659 -8.26170 -3.17335
O -7.26402 -7.70478 -3.27068
S -6.23137 -8.63416 -2.44733
O -5.58712 -9.51060 -3.36144
O -5.51272 -7.80689 -1.53988
O -7.32517 -9.48345 -1.61847
H -8.78201 -8.16783 -1.01824
H -9.39027 -9.67933 -1.73576
H -9.33229 -7.48777 -3.29238
H -8.68904 -9.00429 -3.96773
C 0.20194 -0.79840 8.62271
C 1.12964 -1.79655 9.29017
O 0.66349 -3.07517 8.85843
S 0.06094 -2.93879 7.36099
O 1.06703 -3.34134 6.44135
O -1.25089 -3.48479 7.35587
O -0.04760 -1.33123 7.32403
H -0.75200 -0.72880 9.15242
H 0.64682 0.19267 8.54736
H 1.10603 -1.72571 10.37630
H 2.15851 -1.67504 8.94040
C 4.58114 -3.04250 -6.57887
C 3.43045 -3.04664 -7.56637
O 2.53567 -2.03896 -7.08935
S 3.38746 -0.86532 -6.38335
O 3.56957 0.18786 -7.32262
O 2.85354 -0.64513 -5.08312
O 4.78092 -1.66627 -6.24530
H 4.32031 -3.58058 -5.66439
H 5.48981 -3.46756 -7.00165
H 2.93014 -4.01149 -7.61855
H 3.76501 -2.75655 -8.56591
C 4.31742 7.06521 1.30016
C 5.51298 6.59349 0.49684
O 5.17596 6.88099 -0.86355
S 4.26015 8.20782 -0.91534
O 5.09529 9.32044 -1.21751
O 3.07958 7.90967 -1.65422
O 3.88553 8.26835 0.65274
H 3.49982 6.34154 1.25634
H 4.57024 7.26183 2.34041
H 5.70909 5.53135 0.62852
H 6.41120 7.16307 0.75036
*
```

Values from the calculation:
**Lowest unoccupied orbital energy**: 0.053 hartree
**HOMO-LUMO gap**: 0.1933 hartree
**Relative energy (zero: lowest compared OMol25 entry of this formula, charge and spin)**: 48.4 kcal/mol

Atomic partial charges in e from the Löwdin method, atoms 1 to 4: number 1, O, carries -0.14; number 2, C, carries -0.25; number 3, C, carries -0.25; number 4, C, carries -0.30



3.
A structure of composition C5H8N. Source: the Open Molecules 2025 dataset; level of theory: ωB97M-V with the def2-TZVPD basis set.

```
! wB97M-V def2-TZVPD RIJCOSX def2/J DEFGRID3
* xyz 1 3
C -0.34683 -1.43548 0.44703
C -1.34048 -0.70292 0.23041
C 2.16260 -0.55364 -0.75404
C 1.68257 0.62814 -0.83895
C -2.35532 0.20792 -0.01966
N 1.71005 0.07215 0.50967
H 0.16727 -2.33067 0.65697
H 2.51701 -1.44253 -1.11491
H 1.57788 1.57320 -1.29699
H -2.41169 0.99758 0.77389
H -3.23956 -0.24112 -0.20326
H -2.30917 0.92862 -0.92224
H 0.60348 -0.44228 0.90258
H 2.36720 0.32577 1.17939
*
```

Values from the calculation:
**Expectation value of S²**: 2.01
**Lowest unoccupied orbital energy (spin up / spin down)**: -0.166 / -0.299 hartree
**HOMO-LUMO gap (spin up / spin down)**: 0.1865 / 0.2409 hartree
**Relative energy (zero: lowest compared OMol25 entry of this formula, charge and spin)**: 177.2 kcal/mol

Atomic partial charges in e from the Löwdin method, atoms 1 to 4: number 1, C, carries 0.08; number 2, C, carries -0.05; number 3, C, carries 0.03; number 4, C, carries 0.04



Ordered max |F| results: 5.35; 3.60; 5.03; unit eV/Å.